No. 1
C10H17BrF6InO5S as an isolated structure. Source: OMol25; level of theory: ωB97M-V/def2-TZVPD.

Geometry (Å):
1 C 1.59 0.76 -6.12
2 O 0.68 1.11 -5.10
3 C 1.23 0.91 -3.77
4 In 1.76 -1.24 -3.44
5 S 4.26 -1.44 -3.56
6 Br 1.04 -2.17 -1.11
7 H 1.39 -0.26 -6.46
8 H 2.62 0.84 -5.79
9 H 1.44 1.44 -6.95
10 H 0.48 1.29 -3.09
11 H 2.13 1.53 -3.71
12 H 1.10 -2.31 -4.69
13 H 4.61 -0.14 -3.62
14 C -2.71 5.24 1.44
15 C -1.77 5.12 0.26
16 O -0.76 4.12 0.49
17 C -1.14 2.86 0.28
18 O -2.22 2.49 -0.07
19 C 0.05 1.91 0.52
20 F 0.67 2.23 1.67
21 F 0.93 2.04 -0.48
22 F -0.37 0.65 0.59
23 H -2.15 5.44 2.35
24 H -3.41 6.06 1.28
25 H -3.28 4.32 1.59
26 H -1.22 6.04 0.11
27 H -2.31 4.89 -0.66
28 C 0.45 -1.91 3.45
29 C -0.47 -2.72 2.56
30 O -0.28 -4.14 2.77
31 C -0.89 -4.66 3.82
32 O -1.59 -4.10 4.61
33 C -0.60 -6.17 3.88
34 F 0.70 -6.43 3.69
35 F -1.30 -6.81 2.92
36 F -0.96 -6.67 5.07
37 H 1.48 -2.20 3.29
38 H 0.34 -0.85 3.21
39 H 0.21 -2.06 4.51
40 H -0.23 -2.55 1.52
41 H -1.52 -2.47 2.72

- Orbital gap: 7.19 eV
- LUMO level: 2.35 eV
- Net charge: -1
- HOMO level: -4.84 eV
- Max |F|: 0.7 eV Å⁻¹

natural (NBO) atomic charge list, values in e, 2 entries: atom 1 (C): -0.253, atom 2 (O): -0.584

=====

No. 2
One molecule with the formula C23H23N5O4. Source: OMol25; level of theory: ωB97M-V/def2-TZVPD.

Geometry (Å):
1 C 3.19 -7.86 -0.75
2 O 1.94 -7.69 -1.39
3 C 1.31 -6.49 -1.27
4 C 1.78 -5.40 -0.57
5 C 1.04 -4.23 -0.52
6 C -0.17 -4.13 -1.18
7 N -0.98 -2.98 -1.18
8 C -0.76 -1.80 -0.56
9 O 0.20 -1.52 0.12
10 C -1.92 -0.81 -0.79
11 N -1.49 0.53 -0.49
12 C -1.15 0.86 0.77
13 N -0.68 1.99 1.17
14 C -0.52 2.91 0.19
15 C -0.83 2.69 -1.17
16 C -0.51 3.90 -1.80
17 N -0.05 4.77 -0.93
18 N -0.05 4.18 0.28
19 C 0.39 4.89 1.40
20 C 0.76 6.22 1.26
21 C 1.20 6.92 2.36
22 C 1.27 6.33 3.62
23 C 1.74 7.12 4.80
24 C 0.90 4.99 3.76
25 C 0.96 4.32 5.09
26 C 0.46 4.28 2.65
27 C -1.34 1.42 -1.59
28 O -1.65 1.07 -2.71
29 C -0.66 -5.24 -1.90
30 O -1.87 -5.07 -2.52
31 C -2.39 -6.13 -3.28
32 C 0.08 -6.41 -1.94
33 H 3.50 -8.87 -0.98
34 H 3.10 -7.74 0.33
35 H 3.93 -7.15 -1.13
36 H 2.72 -5.44 -0.04
37 H 1.41 -3.38 0.03
38 H -1.81 -3.09 -1.74
39 H -2.76 -1.10 -0.16
40 H -2.22 -0.82 -1.84
41 H -1.29 0.10 1.52
42 H -0.59 4.16 -2.84
43 H 0.71 6.67 0.28
44 H 1.49 7.96 2.25
45 H 1.99 8.14 4.51
46 H 2.63 6.66 5.24
47 H 0.97 7.16 5.57
48 H 1.98 4.34 5.48
49 H 0.64 3.28 5.02
50 H 0.33 4.83 5.81
51 H 0.17 3.24 2.75
52 H -3.33 -5.76 -3.69
53 H -1.72 -6.40 -4.10
54 H -2.58 -7.01 -2.66
55 H -0.25 -7.28 -2.48

- Orbital gap: 8.59 eV
- LUMO level: 0.51 eV
- SMILES: COc1ccc(NC(=O)Cn2cnc3c(cnn3-c3ccc(C)c(C)c3)c2=O)c(OC)c1
- Net charge: 0
- HOMO level: -8.08 eV
- Energy above the lowest of the compared OMol25 structures with the same formula, charge and spin: 7.5 kcal/mol
- Max |F|: 1.2 eV Å⁻¹

natural (NBO) atomic charge list, values in e, 2 entries: atom 1 (C): -0.252, atom 2 (O): -0.493

=====

No. 3
C16H24N5O3Y as an isolated structure. Source: OMol25; level of theory: ωB97M-V/def2-TZVPD.

Geometry (Å):
1 Y -0.08 -0.44 -0.07
2 N 0.77 -2.21 1.49
3 C 0.39 -3.61 1.10
4 C -1.09 -3.78 0.76
5 C -1.44 -3.28 -0.63
6 O -1.86 -3.95 -1.52
7 O -1.20 -1.95 -0.77
8 H 1.79 -2.19 1.58
9 H 0.43 -2.06 2.44
10 H 0.65 -4.29 1.91
11 H 1.01 -3.88 0.24
12 H -1.71 -3.27 1.51
13 H -1.34 -4.84 0.81
14 C -2.41 2.74 -2.49
15 C -2.26 1.80 -1.34
16 O -1.15 1.26 -1.09
17 N -3.30 1.56 -0.55
18 C -3.23 0.63 0.57
19 C -2.39 1.12 1.73
20 C -2.93 2.00 2.65
21 C -2.16 2.43 3.72
22 C -0.86 1.96 3.85
23 C -0.39 1.09 2.89
24 N -1.13 0.67 1.85
25 H -1.62 2.56 -3.21
26 H -2.32 3.77 -2.12
27 H -3.39 2.63 -2.96
28 H -4.19 1.97 -0.79
29 H -2.89 -0.35 0.21
30 H -4.25 0.47 0.91
31 H -3.95 2.34 2.54
32 H -2.57 3.12 4.45
33 H -0.23 2.27 4.67
34 H 0.62 0.69 2.96
35 C 4.52 -0.90 -3.76
36 C 3.71 -0.37 -2.63
37 C 3.95 0.67 -1.74
38 C 2.84 0.73 -0.90
39 N 1.96 -0.23 -1.24
40 N 2.52 -0.88 -2.29
41 C 2.58 1.64 0.24
42 H 5.46 -0.36 -3.82
43 H 4.00 -0.77 -4.70
44 H 4.74 -1.95 -3.62
45 H 4.82 1.31 -1.73
46 H 2.02 -1.62 -2.76
47 H 3.14 2.57 0.12
48 H 2.89 1.21 1.19
49 H 1.53 1.95 0.31

- Orbital gap: 9.43 eV
- LUMO level: -5.86 eV
- Net charge: +2
- HOMO level: -15.29 eV
- Energy above the lowest of the compared OMol25 structures with the same formula, charge and spin: 15.2 kcal/mol
- Max |F|: 0.4 eV Å⁻¹

Löwdin atomic charge list, values in e, 2 entries: atom 1 (Y): 1.582, atom 2 (N): -0.054

=====

Among the records above, which one has the highest HOMO level? C10H17BrF6InO5S